[1]
The following is a quantum chemistry calculation of C3H4O2 in the gas phase in a non-equilibrium geometry, from the OMol25 dataset.

Atoms and positions in Å:
C1 -1.113 -0.128 -1.432
C2 -0.218 -0.396 -0.301
C3 0.376 -0.473 0.734
O1 1.392 -0.637 1.711
O2 2.126 0.551 1.787
H1 -0.566 0.085 -2.247
H2 -1.854 -0.855 -1.446
H3 -1.748 0.727 -1.314
H4 1.605 1.125 2.508

As for the energy above the lowest of the compared OMol25 structures with the same formula, charge and spin: 6.004 eV. The calculation puts the HOMO energy at -9.57 eV. Its strongest force on any atom is 3.84 eV Å⁻¹. As for the SMILES: CC#COO. Its frontier orbital gap is 10.197 eV. For the LUMO energy, the calculation gives 0.63 eV.

=====

[2]
The following is a quantum chemistry calculation of C3H4O2 in the gas phase in a non-equilibrium geometry, from the OMol25 dataset.

Atoms and positions in Å:
C1 -0.649 0.756 0.627
C2 0.410 -0.210 0.246
O1 1.295 -0.561 1.030
C3 0.552 -0.839 -1.097
O2 -0.381 -1.498 -1.433
H1 -1.601 0.747 0.012
H2 -0.359 1.801 0.427
H3 -0.899 0.638 1.654
H4 1.633 -0.834 -1.466

As for the energy above the lowest of the compared OMol25 structures with the same formula, charge and spin: 1.163 eV. The calculation puts the HOMO energy at -9.89 eV. Its strongest force on any atom is 2.79 eV Å⁻¹. As for the SMILES: CC(=O)C=O. Its frontier orbital gap is 9.913 eV. For the LUMO energy, the calculation gives 0.02 eV.

=====

[3]
The following is a quantum chemistry calculation of C3H4O2 in the gas phase in a non-equilibrium geometry, from the OMol25 dataset.

Atoms and positions in Å:
O1 -0.408 1.332 1.895
C1 -0.340 1.121 0.664
C2 0.545 0.086 0.130
C3 -0.131 -1.035 -0.655
O2 0.615 -0.024 -1.265
H1 -0.895 1.674 -0.256
H2 1.429 -0.059 0.824
H3 0.355 -2.049 -0.610
H4 -1.170 -1.046 -0.727

As for the energy above the lowest of the compared OMol25 structures with the same formula, charge and spin: 2.308 eV. The calculation puts the HOMO energy at -10.27 eV. Its strongest force on any atom is 4.01 eV Å⁻¹. As for the SMILES: O=C[C@H]1CO1. Its frontier orbital gap is 10.763 eV. For the LUMO energy, the calculation gives 0.49 eV.

=====

[4]
The following is a quantum chemistry calculation of 2 unconnected molecules or ions with the total composition C3H4O2 in a non-equilibrium geometry, from the OMol25 dataset.

Atoms and positions in Å:
C1 -1.384 0.236 -0.620
C2 1.675 0.644 0.001
C3 -0.367 -0.221 0.102
O1 2.377 1.408 -0.601
O2 -0.053 -1.117 1.016
H1 -1.469 1.108 -1.398
H2 -2.272 -0.282 -0.522
H3 2.099 0.097 0.839
H4 -0.606 -1.873 1.185

As for the energy above the lowest of the compared OMol25 structures with the same formula, charge and spin: 4.322 eV. The calculation puts the HOMO energy at -8.69 eV. Its strongest force on any atom is 4.86 eV Å⁻¹. Its frontier orbital gap is 9.135 eV. For the LUMO energy, the calculation gives 0.45 eV.

=====

[5]
The following is a quantum chemistry calculation of C3H4O2 in the gas phase, from the OMol25 dataset.

Atoms and positions in Å:
O1 1.421 0.632 -0.952
C1 0.758 -0.098 -0.045
C2 -0.393 0.360 0.619
C3 -1.307 -0.565 -0.081
O2 -0.962 -0.758 1.288
H1 1.240 -1.028 0.233
H2 -0.662 1.387 0.863
H3 0.898 1.423 -1.147
H4 -0.992 -1.354 -0.779

As for the energy above the lowest of the compared OMol25 structures with the same formula, charge and spin: 4.916 eV. The calculation puts the HOMO energy (spin up / spin down) at -7.77 / -7.76 eV. Its strongest force on any atom is 0.40 eV Å⁻¹. Its frontier orbital gap (spin up / spin down) is 8.330 / 8.328 eV. For the LUMO energy (spin up / spin down), the calculation gives 0.56 / 0.56 eV.

=====

[6]
The following is a quantum chemistry calculation of C3H4O2 in the gas phase in a non-equilibrium geometry, from the OMol25 dataset.

Atoms and positions in Å:
C1 1.124 -0.449 0.207
C2 -0.081 0.389 0.096
O1 0.035 1.474 0.652
C3 -1.446 0.057 -0.452
O2 -1.838 -1.062 -0.662
H1 1.358 0.321 1.039
H2 1.900 -0.145 -0.495
H3 1.009 -1.553 0.183
H4 -2.061 0.968 -0.569

As for the energy above the lowest of the compared OMol25 structures with the same formula, charge and spin: 1.913 eV. The calculation puts the HOMO energy at -10.23 eV. Its strongest force on any atom is 3.31 eV Å⁻¹. As for the SMILES: CC(=O)C=O. Its frontier orbital gap is 9.612 eV. For the LUMO energy, the calculation gives -0.62 eV.

=====

[7]
The following is a quantum chemistry calculation of a molecular structure, C3H4O2 in a non-equilibrium geometry, from the OMol25 dataset.

Atoms and positions in Å:
C1 0.681 -0.508 0.079
C2 -1.139 0.147 -0.007
C3 1.698 0.335 -0.187
O1 2.874 -0.018 -0.088
O2 -2.120 -0.648 -0.118
H1 0.620 -1.526 0.207
H2 -1.340 1.093 0.338
H3 1.532 1.367 -0.531
H4 -2.807 -0.241 0.307

As for the energy above the lowest of the compared OMol25 structures with the same formula, charge and spin: 1.821 eV. The multiplicity is 3. The calculation puts the HOMO energy (spin up / spin down) at -7.14 / -9.84 eV. Its strongest force on any atom is 7.75 eV Å⁻¹. Its frontier orbital gap (spin up / spin down) is 7.722 / 8.156 eV. Its expectation value of S² is 2.0222. For the LUMO energy (spin up / spin down), the calculation gives 0.58 / -1.69 eV.

=====

[8]
The following is a quantum chemistry calculation of a gas-phase ion, C3H4O2P (charge -1) in a non-equilibrium geometry, from the OMol25 dataset.

Atoms and positions in Å:
C1 1.923 0.772 0.402
P1 0.637 1.151 -0.580
O1 -0.684 1.077 0.479
C2 -1.617 -0.097 0.034
C3 -0.951 -1.203 -0.364
O2 -2.784 0.187 0.192
H1 2.842 1.218 -0.032
H2 1.898 0.048 1.203
H3 -1.405 -2.006 -0.898
H4 0.142 -1.147 -0.435

As for the energy above the lowest of the compared OMol25 structures with the same formula, charge and spin: 1.321 eV. Its charge is -1. The calculation puts the HOMO energy at -3.15 eV. Its strongest force on any atom is 2.86 eV Å⁻¹. As for the SMILES: C=POC(=C)[O-]. Its frontier orbital gap is 7.514 eV. For the LUMO energy, the calculation gives 4.36 eV.

=====

[9]
The following is a quantum chemistry calculation of 2 unconnected molecules or ions with the total composition C3H4O2S in a non-equilibrium geometry, from the OMol25 dataset.

Atoms and positions in Å:
C1 -2.385 2.001 -0.281
C2 -1.422 1.336 -0.074
C3 0.640 -1.551 0.100
O1 1.840 0.513 1.430
O2 1.878 0.535 -1.114
S1 1.213 0.220 0.150
H1 -3.334 2.521 -0.452
H2 0.710 -2.016 1.106
H3 -0.423 -1.424 -0.184
H4 1.283 -2.135 -0.680

As for the energy above the lowest of the compared OMol25 structures with the same formula, charge and spin: 6.874 eV. The calculation puts the HOMO energy (spin up / spin down) at -10.49 / -10.14 eV. Its strongest force on any atom is 3.77 eV Å⁻¹. Its frontier orbital gap (spin up / spin down) is 7.995 / 7.411 eV. For the LUMO energy (spin up / spin down), the calculation gives -2.50 / -2.73 eV.

=====

[10]
The following is a quantum chemistry calculation of a molecular structure, C3H4O2S in a non-equilibrium geometry, from the OMol25 dataset.

Atoms and positions in Å:
C1 -0.278 0.753 0.860
C2 -0.061 -0.519 1.161
C3 -0.128 0.866 -0.619
O1 2.040 -1.491 -1.156
O2 -0.866 -1.732 -1.136
S1 0.194 -0.959 -0.578
H1 -0.521 1.572 1.518
H2 -0.057 -1.074 2.077
H3 -1.034 1.113 -1.168
H4 0.710 1.471 -0.959

As for the energy above the lowest of the compared OMol25 structures with the same formula, charge and spin: 5.750 eV. The calculation puts the HOMO energy at -9.76 eV. Its strongest force on any atom is 6.35 eV Å⁻¹. Its frontier orbital gap is 9.564 eV. For the LUMO energy, the calculation gives -0.20 eV.

=====

[11]
The following is a quantum chemistry calculation of a molecular structure, C3H4O2S in a non-equilibrium geometry, from the OMol25 dataset.

Atoms and positions in Å:
C1 -0.310 -0.813 0.401
C2 0.868 -1.124 -0.095
C3 -0.515 0.741 0.393
O1 0.655 1.303 0.624
O2 -1.086 1.083 -0.878
S1 2.166 -0.013 -0.244
H1 -1.204 -1.395 0.548
H2 1.010 -2.100 -0.408
H3 -1.199 1.267 1.073
H4 -0.385 1.051 -1.414

As for the energy above the lowest of the compared OMol25 structures with the same formula, charge and spin: 3.603 eV. The calculation puts the HOMO energy at -9.20 eV. Its strongest force on any atom is 5.61 eV Å⁻¹. Its frontier orbital gap is 7.237 eV. For the LUMO energy, the calculation gives -1.97 eV.

=====

[12]
The following is a quantum chemistry calculation of C3H4O2S in the gas phase in a non-equilibrium geometry, from the OMol25 dataset.

Atoms and positions in Å:
O1 2.758 0.075 -0.206
C1 1.561 0.129 -0.408
C2 0.495 -0.680 0.519
S1 -1.152 -1.128 -0.256
C3 -1.763 0.435 -0.226
O2 -1.193 1.504 0.128
H1 1.121 0.807 -1.133
H2 0.833 -1.654 0.710
H3 0.314 -0.035 1.414
H4 -2.974 0.547 -0.542

As for the energy above the lowest of the compared OMol25 structures with the same formula, charge and spin: 1.597 eV. The calculation puts the HOMO energy at -9.98 eV. Its strongest force on any atom is 5.99 eV Å⁻¹. As for the SMILES: O=CCSC=O. Its frontier orbital gap is 10.501 eV. For the LUMO energy, the calculation gives 0.52 eV.

=====

[13]
The following is a quantum chemistry calculation of 2 unconnected molecules or ions with the total composition C3H4O2S in a non-equilibrium geometry, from the OMol25 dataset.

Atoms and positions in Å:
C1 -0.447 -0.044 -1.152
C2 0.154 -0.004 0.014
C3 1.339 -0.116 0.797
O1 -2.301 1.270 0.280
O2 -2.389 -1.282 0.212
S1 -1.695 -0.005 0.023
H1 0.271 0.391 -2.800
H2 1.531 0.961 1.153
H3 2.056 -0.254 -0.049
H4 1.482 -0.917 1.521

As for the energy above the lowest of the compared OMol25 structures with the same formula, charge and spin: 7.021 eV. The calculation puts the HOMO energy (spin up / spin down) at -9.49 / -9.49 eV. Its strongest force on any atom is 4.49 eV Å⁻¹. Its frontier orbital gap (spin up / spin down) is 8.482 / 8.483 eV. For the LUMO energy (spin up / spin down), the calculation gives -1.00 / -1.00 eV.

=====

[14]
The following is a quantum chemistry calculation of C3H4O2S2 in the gas phase in a non-equilibrium geometry, from the OMol25 dataset.

Atoms and positions in Å:
O1 -0.236 1.644 0.293
C1 -0.899 0.702 -0.122
O2 -2.069 0.888 -0.711
C2 -0.465 -0.711 0.018
S1 -1.422 -1.966 -0.287
C3 0.921 -0.846 0.571
S2 2.189 -0.397 -0.671
H1 -2.232 1.839 -0.862
H2 1.045 -1.892 0.811
H3 1.152 -0.215 1.460
H4 2.014 0.954 -0.499

As for the energy above the lowest of the compared OMol25 structures with the same formula, charge and spin: 0.244 eV. The calculation puts the HOMO energy at -9.17 eV. Its strongest force on any atom is 2.33 eV Å⁻¹. As for the SMILES: O=C(O)C(=S)CS. Its frontier orbital gap is 7.702 eV. For the LUMO energy, the calculation gives -1.47 eV.

=====

[15]
The following is a quantum chemistry calculation of C3H4O2S2 in the gas phase in a non-equilibrium geometry, from the OMol25 dataset.

Atoms and positions in Å:
C1 -1.495 0.846 -0.234
C2 -2.106 -0.334 -0.334
C3 1.163 -0.062 0.138
O1 -2.851 -1.216 -0.342
O2 0.754 0.322 1.455
S1 0.072 1.067 -0.842
S2 0.897 -1.792 -0.629
H1 -2.291 1.488 0.278
H2 2.187 0.042 0.022
H3 2.453 -1.490 -1.058
H4 1.217 1.130 1.547

As for the energy above the lowest of the compared OMol25 structures with the same formula, charge and spin: 2.570 eV. The multiplicity is 3. The calculation puts the HOMO energy (spin up / spin down) at -5.44 / -9.20 eV. Its strongest force on any atom is 4.19 eV Å⁻¹. Its frontier orbital gap (spin up / spin down) is 5.271 / 6.755 eV. Its expectation value of S² is 2.0108. For the LUMO energy (spin up / spin down), the calculation gives -0.17 / -2.45 eV.

=====

[16]
The following is a quantum chemistry calculation of a molecular structure, C3H4O2V in a non-equilibrium geometry, from the OMol25 dataset.

Atoms and positions in Å:
C1 0.143 0.014 -0.675
C2 1.328 0.532 -0.602
H1 1.657 0.323 0.630
H2 1.773 1.201 -1.329
O1 -1.069 0.280 -1.204
H3 -1.064 0.488 -2.148
C3 0.347 -0.577 1.755
O2 -0.462 -0.598 0.739
V1 -2.459 -0.593 0.250
H4 -0.194 -1.070 2.585

As for the energy above the lowest of the compared OMol25 structures with the same formula, charge and spin: 4.862 eV. Its charge is +2. The multiplicity is 4. The calculation puts the HOMO energy (spin up / spin down) at -18.26 / -18.30 eV. Its strongest force on any atom is 3.17 eV Å⁻¹. Its frontier orbital gap (spin up / spin down) is 6.304 / 7.070 eV. Its expectation value of S² is 3.7619. For the LUMO energy (spin up / spin down), the calculation gives -11.95 / -11.23 eV.

=====

[17]
The following is a quantum chemistry calculation of a molecular structure, C3H4O2Y in a non-equilibrium geometry, from the OMol25 dataset.

Atoms and positions in Å:
C1 0.717 -0.946 0.216
C2 -0.532 -0.982 0.865
H1 -0.616 -0.656 1.907
H2 -1.210 -1.717 0.408
C3 -0.373 0.186 -0.614
O1 -0.187 1.398 -0.705
Y1 -0.824 3.332 -2.076
H3 -0.854 -0.364 -1.441
O2 1.738 -0.510 0.934
H4 2.140 0.259 0.506

As for the energy above the lowest of the compared OMol25 structures with the same formula, charge and spin: 1.311 eV. Its charge is +2. The multiplicity is 2. The calculation puts the HOMO energy (spin up / spin down) at -16.54 / -16.55 eV. Its strongest force on any atom is 6.46 eV Å⁻¹. Its frontier orbital gap (spin up / spin down) is 6.158 / 6.271 eV. Its expectation value of S² is 0.7505. For the LUMO energy (spin up / spin down), the calculation gives -10.38 / -10.28 eV.

=====

[18]
The following is a quantum chemistry calculation of a molecular structure, C3H4O3 in a non-equilibrium geometry, from the OMol25 dataset.

Atoms and positions in Å:
O1 -0.319 0.656 -1.510
C1 0.335 -0.171 -0.734
C2 1.054 0.349 0.640
O2 -0.127 -0.096 1.396
C3 -0.727 -0.360 0.254
O3 -1.997 -0.413 0.161
H1 -2.138 -0.202 -0.788
H2 0.882 -1.017 -1.152
H3 1.111 1.412 0.726
H4 1.926 -0.159 1.007

As for the energy above the lowest of the compared OMol25 structures with the same formula, charge and spin: 3.863 eV. The calculation puts the HOMO energy at -8.78 eV. Its strongest force on any atom is 2.24 eV Å⁻¹. Its frontier orbital gap is 9.325 eV. For the LUMO energy, the calculation gives 0.54 eV.

=====

[19]
The following is a quantum chemistry calculation of a molecular structure, C3H4O3 in a non-equilibrium geometry, from the OMol25 dataset.

Atoms and positions in Å:
O1 1.927 0.229 -0.157
C1 0.911 -0.459 0.430
C2 -0.523 0.793 -0.185
O2 -0.290 1.819 -0.761
C3 -1.621 -0.231 -0.308
O3 -1.147 -1.328 -0.148
H1 1.635 1.150 -0.116
H2 1.085 -1.544 0.214
H3 0.715 -0.331 1.497
H4 -2.693 -0.098 -0.465

As for the energy above the lowest of the compared OMol25 structures with the same formula, charge and spin: 4.267 eV. The calculation puts the HOMO energy at -8.79 eV. Its strongest force on any atom is 2.85 eV Å⁻¹. Its frontier orbital gap is 7.898 eV. For the LUMO energy, the calculation gives -0.89 eV.

=====

[20]
The following is a quantum chemistry calculation of C3H4O3 in the gas phase in a non-equilibrium geometry, from the OMol25 dataset.

Atoms and positions in Å:
C1 1.384 -0.403 0.005
C2 -0.480 -0.262 -0.121
C3 -1.046 1.171 -0.140
O1 -0.332 2.134 -0.142
O2 -1.177 -1.252 -0.681
O3 -1.238 -1.070 0.776
H1 1.674 0.585 0.086
H2 1.835 -0.946 -0.832
H3 1.484 -1.024 1.002
H4 -2.104 1.066 0.047

As for the energy above the lowest of the compared OMol25 structures with the same formula, charge and spin: 5.839 eV. The calculation puts the HOMO energy at -10.31 eV. Its strongest force on any atom is 5.64 eV Å⁻¹. As for the SMILES: CC1(C=O)OO1. Its frontier orbital gap is 10.407 eV. For the LUMO energy, the calculation gives 0.09 eV.